Molecular formula: C27H65BrClIN2O10PS7
Method: DFT, wB97M-V/def2-TZVPD

```
115
Properties=species:S:1:pos:R:3
C 8.366 0.468 0.636
C 6.902 0.108 0.186
O 6.882 -0.936 -0.880
N 5.795 -1.700 -0.606
C 4.451 -1.254 -0.742
P 3.710 0.358 -1.320
O 3.823 1.441 -0.023
Br 5.044 1.045 -3.021
C 3.679 -2.389 -0.309
C 2.161 -2.617 -0.153
C 1.299 -2.271 -1.441
C 0.065 -1.409 -0.989
C -0.871 -2.094 0.064
C -1.774 -1.048 0.855
C -2.765 -0.258 -0.085
C -4.256 -0.802 0.089
O -4.840 -0.970 -1.215
C -5.778 0.069 -1.526
N 4.567 -3.428 0.019
I 4.251 -5.336 0.693
C 5.863 -2.983 -0.169
Cl 7.279 -3.976 0.115
H 8.603 -0.186 1.519
H 8.325 1.513 1.042
H 9.124 0.374 -0.177
H 6.332 0.994 -0.181
H 6.416 -0.382 1.073
H 3.991 2.311 -0.447
H 1.796 -1.936 0.669
H 1.906 -3.656 0.160
H 1.881 -1.709 -2.219
H 0.963 -3.245 -1.892
H 0.470 -0.436 -0.587
H -0.538 -1.117 -1.895
H -0.322 -2.666 0.863
H -1.543 -2.853 -0.430
H -1.105 -0.352 1.439
H -2.346 -1.668 1.604
H -2.474 -0.382 -1.157
H -2.810 0.822 0.223
H -4.856 -0.101 0.744
H -4.265 -1.806 0.597
H -6.818 -0.335 -1.420
H -5.661 0.990 -0.901
H -5.674 0.395 -2.599
C 12.661 2.752 2.262
S 11.434 1.434 2.232
O 10.315 1.841 3.130
C 12.433 0.229 3.125
H 12.233 3.631 1.784
H 12.924 2.990 3.294
H 13.548 2.436 1.711
H 12.710 0.628 4.102
H 13.327 -0.003 2.546
H 11.842 -0.677 3.257
C -6.832 3.399 3.403
S -7.053 2.032 2.258
O -5.839 1.988 1.379
C -8.378 2.788 1.304
H -6.012 3.151 4.075
H -6.589 4.311 2.852
H -7.744 3.543 3.983
H -8.039 3.737 0.884
H -9.243 2.949 1.947
H -8.651 2.112 0.495
C -2.897 0.704 6.254
S -3.593 2.082 5.325
O -5.078 1.966 5.403
C -3.095 1.485 3.698
H -3.127 0.849 7.309
H -3.336 -0.234 5.912
H -1.814 0.685 6.120
H -3.522 0.497 3.518
H -2.006 1.441 3.646
H -3.466 2.183 2.947
C -11.633 3.601 -3.072
S -11.097 2.149 -2.147
O -10.927 2.565 -0.724
C -9.457 2.056 -2.881
H -12.637 3.867 -2.742
H -10.955 4.434 -2.881
H -11.652 3.366 -4.137
H -8.916 2.988 -2.702
H -9.547 1.872 -3.949
H -8.919 1.230 -2.418
C 8.395 -5.972 -2.708
S 7.098 -6.759 -3.684
O 7.592 -8.104 -4.075
C 7.267 -5.682 -5.120
H 8.493 -6.513 -1.767
H 9.342 -6.007 -3.247
H 8.117 -4.937 -2.503
H 8.285 -5.738 -5.507
H 7.027 -4.656 -4.836
H 6.569 -6.019 -5.884
C -11.016 -2.013 -4.226
S -9.627 -1.493 -5.248
O -9.167 -0.170 -4.733
C -10.595 -1.184 -6.737
H -10.645 -2.223 -3.223
H -11.761 -1.217 -4.178
H -11.457 -2.918 -4.645
H -11.366 -0.441 -6.530
H -11.049 -2.115 -7.075
H -9.925 -0.807 -7.509
C 5.142 2.286 2.947
S 4.264 3.856 3.074
O 4.513 4.609 1.811
C 5.331 4.556 4.345
H 4.665 1.688 2.172
H 6.186 2.464 2.679
H 5.083 1.758 3.900
H 6.362 4.589 3.988
H 5.265 3.951 5.250
H 4.990 5.568 4.560
```

Summary:
charge: +1
energy above the lowest of the compared OMol25 structures with the same formula, charge and spin: 181.8 kJ/mol
HOMO energy: -9.6557 eV
orbital gap: 0.1881 Ha

Results of the Löwdin charge analysis, in e, for atoms 1 through 4: -0.06 -0.18 -0.08 -0.13

---

Molecular formula: C27H65I2NO27P5
Method: DFT, wB97M-V/def2-TZVPD

```
127
Properties=species:S:1:pos:R:3
C 1.588 2.666 3.348
C 3.070 2.092 3.239
O 3.373 1.710 1.895
C 4.768 1.883 1.592
C 4.930 2.124 0.040
O 4.134 3.264 -0.271
C 3.602 3.228 -1.586
C 2.057 3.619 -1.560
O 1.503 3.084 -0.360
C 0.172 2.592 -0.519
N 0.222 1.128 -0.411
C 1.004 0.513 -1.460
O 0.647 0.309 -2.579
O 2.297 0.161 -1.078
C 2.480 -1.275 -1.075
O 2.695 -1.834 -0.003
O 2.464 -1.923 -2.175
C -1.067 0.478 -0.192
I -2.836 1.573 -0.829
C -1.307 0.026 1.316
C 0.012 -0.305 2.099
I -2.414 -1.876 1.170
H 1.012 2.077 4.111
H 1.069 2.604 2.354
H 1.613 3.742 3.641
H 3.173 1.244 3.975
H 3.727 2.937 3.595
H 5.203 2.806 2.074
H 5.350 1.002 1.963
H 4.609 1.180 -0.462
H 6.017 2.343 -0.158
H 3.624 2.198 -2.046
H 4.174 3.876 -2.314
H 2.022 4.741 -1.501
H 1.629 3.204 -2.504
H -0.231 2.981 -1.488
H -0.421 3.009 0.341
H -1.054 -0.471 -0.790
H -2.005 0.709 1.864
H -0.220 -0.160 3.193
H 0.865 0.378 1.874
H 0.336 -1.371 1.976
C -0.420 -2.085 -7.225
O 0.900 -2.011 -7.734
P 2.023 -3.285 -7.673
O 1.015 -4.373 -7.355
O 2.735 -2.635 -6.364
C 2.029 -2.517 -5.127
O 3.332 -4.358 -7.847
C 3.514 -5.362 -6.867
H -1.127 -2.049 -8.057
H -0.621 -2.963 -6.616
H -0.577 -1.200 -6.604
H 1.308 -3.325 -4.991
H 1.527 -1.551 -5.074
H 2.755 -2.564 -4.316
H 2.756 -6.139 -6.968
H 3.500 -4.946 -5.858
H 4.492 -5.816 -7.040
C -3.919 -6.178 0.918
O -4.648 -4.999 0.619
P -6.295 -4.777 0.953
O -6.426 -5.944 1.910
O -6.683 -5.152 -0.587
C -6.434 -6.449 -1.096
O -7.872 -4.206 1.210
C -8.936 -5.138 1.206
H -3.194 -5.959 1.703
H -4.532 -7.025 1.216
H -3.372 -6.457 0.014
H -6.519 -7.212 -0.319
H -5.444 -6.488 -1.555
H -7.176 -6.655 -1.868
H -8.920 -5.744 2.111
H -8.908 -5.777 0.321
H -9.869 -4.571 1.193
C -6.900 -0.646 -7.390
O -5.853 0.231 -7.019
P -4.433 -0.261 -6.222
O -4.602 -1.741 -6.496
O -5.043 0.221 -4.787
C -6.182 -0.413 -4.240
O -2.902 -0.418 -5.516
C -2.703 -1.443 -4.553
H -6.939 -0.714 -8.480
H -6.825 -1.644 -6.967
H -7.836 -0.200 -7.042
H -6.230 -1.468 -4.515
H -7.091 0.102 -4.562
H -6.117 -0.341 -3.153
H -2.672 -2.421 -5.033
H -3.474 -1.423 -3.781
H -1.735 -1.268 -4.078
C -4.629 5.244 3.233
O -3.440 4.500 3.043
P -2.337 4.116 4.281
O -3.297 4.456 5.407
O -1.391 5.371 3.836
C -1.875 6.697 3.911
O -1.113 3.618 5.351
C -0.828 4.424 6.478
H -5.488 4.589 3.076
H -4.713 5.724 4.205
H -4.649 6.025 2.468
H -2.584 6.825 4.731
H -2.339 6.982 2.964
H -1.023 7.356 4.085
H -1.622 4.342 7.219
H -0.677 5.468 6.197
H 0.095 4.049 6.923
C 8.709 -1.306 5.368
O 7.420 -0.839 5.727
P 6.853 0.746 5.452
O 7.986 1.045 4.480
O 7.213 1.179 6.987
C 8.543 1.105 7.460
O 6.193 2.290 5.154
C 7.057 3.411 5.148
H 8.611 -2.042 4.569
H 9.403 -0.528 5.062
H 9.127 -1.806 6.246
H 9.267 1.293 6.665
H 8.726 0.128 7.913
H 8.668 1.867 8.230
H 7.676 3.413 4.252
H 7.684 3.441 6.042
H 6.432 4.306 5.134
```

Summary:
charge: -1
HOMO energy: -4.8999 eV
orbital gap: 0.1249 Ha

Results of the Löwdin charge analysis, in e, for atoms 1 through 4: -0.07 -0.25 -0.15 -0.17

---

Molecular formula: C27H65N2O9PdS8
Method: DFT, wB97M-V/def2-TZVPD

```
112
Properties=species:S:1:pos:R:3
Pd -0.931 -1.834 -3.455
C 0.630 0.303 -0.173
C 0.177 -1.080 -0.569
C 0.364 -1.964 0.619
O -0.940 -1.091 -1.378
H 1.065 0.913 -0.965
H 1.311 0.295 0.678
H -0.191 0.769 0.371
H 1.035 -1.470 -1.116
H 0.095 -2.996 0.391
H -0.422 -1.702 1.327
H 1.331 -1.869 1.113
C 2.236 4.054 -3.145
S 4.020 4.670 -2.926
O 4.967 3.476 -2.877
C 3.567 5.257 -1.202
H 1.496 4.853 -3.201
H 1.777 3.376 -2.425
H 2.184 3.679 -4.167
H 4.496 5.549 -0.712
H 3.270 4.321 -0.729
H 2.714 5.928 -1.094
C 3.300 0.612 -3.612
S 2.357 -0.647 -4.518
O 0.945 -0.787 -3.964
C 2.169 0.182 -6.186
H 3.976 1.211 -4.222
H 3.910 0.076 -2.886
H 2.643 1.383 -3.209
H 2.090 1.269 -6.158
H 1.286 -0.300 -6.606
H 3.019 0.044 -6.854
C 0.528 4.119 1.537
S -0.773 3.685 0.295
O -0.359 4.388 -0.982
C -2.012 4.885 0.948
H 0.258 3.760 2.530
H 0.756 5.183 1.599
H 1.417 3.523 1.330
H -1.658 5.913 1.025
H -2.409 4.465 1.872
H -2.810 4.943 0.208
C -3.615 -3.243 -0.781
S -2.976 -4.381 -2.145
O -1.802 -3.720 -2.913
C -2.101 -5.540 -0.974
H -2.860 -2.709 -0.206
H -4.155 -3.838 -0.045
H -4.187 -2.518 -1.361
H -1.605 -5.061 -0.130
H -1.422 -6.258 -1.434
H -2.935 -6.088 -0.535
C 3.681 0.212 2.568
S 2.832 1.380 3.733
O 3.242 0.909 5.154
C 3.807 2.931 3.622
H 3.352 -0.820 2.696
H 4.768 0.213 2.641
H 3.427 0.367 1.519
H 3.641 3.571 4.489
H 3.562 3.473 2.709
H 4.843 2.591 3.607
C 1.142 -5.958 -3.924
S 1.817 -4.186 -3.684
O 0.595 -3.293 -3.499
C 2.448 -4.517 -1.983
H 1.844 -6.721 -3.589
H 0.798 -6.172 -4.936
H 0.325 -6.169 -3.234
H 2.886 -3.643 -1.501
H 3.230 -5.265 -2.116
H 1.672 -4.836 -1.286
C 2.115 -2.044 6.028
S 1.004 -2.295 4.569
O 0.030 -3.431 4.897
C -0.006 -0.739 4.674
H 2.583 -3.006 6.239
H 1.508 -1.872 6.917
H 2.853 -1.242 6.027
H 0.600 0.143 4.880
H -0.733 -0.911 5.468
H -0.507 -0.375 3.776
C -0.273 2.441 -5.148
S -1.807 1.611 -4.569
O -1.516 0.108 -4.470
C -1.858 2.230 -2.893
H 0.001 2.117 -6.152
H 0.545 2.190 -4.473
H -0.438 3.518 -5.153
H -0.944 2.027 -2.334
H -2.636 1.810 -2.256
H -2.017 3.307 -2.928
N -3.927 -1.197 3.835
C -3.093 -2.277 3.986
C -3.642 -3.128 4.941
C -4.765 -2.501 5.450
C -4.917 -1.283 4.800
H -3.900 -0.489 3.115
H -2.267 -2.386 3.298
H -3.224 -4.112 5.094
H -5.408 -3.009 6.153
H -5.670 -0.510 4.760
N -2.948 0.914 0.462
C -2.662 1.185 1.750
C -3.818 1.653 2.429
C -4.736 1.757 1.414
C -4.251 1.255 0.237
H -2.379 0.420 -0.210
H -1.682 0.961 2.144
H -3.946 1.902 3.472
H -5.753 2.094 1.548
H -4.654 1.110 -0.754
```

Summary:
charge: +1
2S+1: 3
HOMO energy (spin up / spin down): -9.1915 / -9.1915 eV
orbital gap (spin up / spin down): 0.2719 / 0.2103 Ha

Results of the Löwdin charge analysis, in e, for atoms 1 through 4: 1.06 -0.05 -0.61 -0.06

---

Molecular formula: C27H65N5O11
Method: DFT, wB97M-V/def2-TZVPD

```
108
Properties=species:S:1:pos:R:3
C 0.008 2.098 3.982
N -0.277 2.626 5.297
C -0.196 1.885 6.424
C -0.784 2.571 7.648
O 0.230 0.754 6.458
H -0.427 2.700 3.189
H -0.300 1.054 3.933
H 1.089 2.068 3.806
H -0.607 3.569 5.381
H -0.218 3.475 7.879
H -0.661 1.924 8.513
H -1.843 2.767 7.495
C 0.665 0.313 -4.054
N -0.656 0.222 -3.488
C -1.753 0.404 -4.258
C -3.081 0.226 -3.530
O -1.716 0.618 -5.457
H 0.654 0.594 -5.107
H 1.270 -0.596 -4.037
H 1.243 1.109 -3.572
H -0.758 -0.061 -2.518
H -3.341 1.112 -2.950
H -3.054 -0.703 -2.962
H -3.854 0.110 -4.287
C 4.051 0.793 -2.025
N 4.771 -0.436 -2.296
C 4.212 -1.658 -2.272
C 5.143 -2.803 -2.508
O 3.030 -1.803 -1.995
H 4.268 1.505 -2.821
H 4.378 1.214 -1.075
H 2.981 0.616 -1.977
H 5.757 -0.350 -2.469
H 5.572 -3.192 -1.581
H 5.945 -2.623 -3.223
H 4.610 -3.686 -2.869
C 4.427 1.116 1.705
N 3.166 1.750 2.037
C 2.517 2.662 1.292
C 1.317 3.301 1.944
O 2.913 3.052 0.202
H 4.223 0.160 1.214
H 4.979 0.939 2.627
H 5.060 1.709 1.051
H 2.801 1.549 2.951
H 0.714 2.556 2.480
H 0.636 3.621 1.156
H 1.556 4.093 2.648
C -0.597 3.615 -2.625
N -1.163 2.954 -1.465
C -1.621 3.634 -0.396
C -2.154 2.767 0.726
O -1.612 4.852 -0.341
H -1.434 4.160 -3.074
H -0.143 2.916 -3.316
H 0.108 4.417 -2.404
H -1.198 1.948 -1.429
H -2.039 3.261 1.687
H -1.656 1.797 0.767
H -3.219 2.616 0.532
C 3.155 -4.882 -6.012
O 1.820 -4.580 -5.726
C 1.720 -3.732 -4.598
C 0.249 -3.474 -4.300
O -0.367 -4.636 -3.759
C -0.263 -4.712 -2.352
H 3.723 -4.040 -6.424
H 3.169 -5.602 -6.836
H 3.652 -5.356 -5.162
H 2.166 -2.750 -4.800
H 2.240 -4.213 -3.768
H -0.294 -3.248 -5.218
H 0.118 -2.636 -3.608
H -0.667 -3.843 -1.825
H 0.797 -4.814 -2.087
H -0.769 -5.628 -2.058
C -3.762 2.541 4.135
O -3.922 1.159 4.308
C -3.680 0.436 3.129
C -4.448 -0.875 3.199
O -4.325 -1.540 1.963
C -5.241 -2.607 1.853
H -2.713 2.792 3.970
H -4.144 3.136 4.964
H -4.377 2.893 3.299
H -2.594 0.343 3.029
H -4.081 0.934 2.234
H -5.487 -0.659 3.468
H -4.015 -1.527 3.970
H -5.048 -3.138 0.921
H -6.265 -2.226 1.821
H -5.101 -3.340 2.653
C 0.010 -1.181 2.645
O 0.066 -0.013 1.848
C 0.874 -0.149 0.696
C 0.288 -1.019 -0.397
O -1.007 -0.548 -0.791
C -2.098 -0.951 0.006
H -0.834 -1.141 3.330
H 0.922 -1.257 3.250
H -0.060 -2.066 2.008
H 1.872 -0.474 1.020
H 1.020 0.849 0.275
H 0.227 -2.096 -0.221
H 0.866 -0.904 -1.316
H -2.198 -0.376 0.929
H -2.101 -2.025 0.203
H -3.025 -0.691 -0.513
```

Summary:
SMILES: CNC(C)=O.CNC(C)=O.CNC(C)=O.CNC(C)=O.CNC(C)=O.COCCOC.COCCOC.COCCOC
energy above the lowest of the compared OMol25 structures with the same formula, charge and spin: 47.8 kJ/mol
HOMO energy: -9.3258 eV
orbital gap: 0.3554 Ha

Results of the Löwdin charge analysis, in e, for atoms 1 through 4: -0.10 0.03 -0.56 0.00

---

Which max |F| belongs to each record? In order, 2.55 9.52 3.41 3.03 eV/A.
Which energy belongs to each record? In order, -228294.187 -148457.862 -140605.255 -59023.664 eV.